The following is a quantum chemistry calculation of C42H38N6PdS9 as an isolated structure, from the OMol25 dataset.

## Properties
- DFT total energy (Ha) = -5663.1095
- energy above the lowest of the compared OMol25 structures with the same formula, charge and spin (kcal/mol) = 58.93
- total charge = -2
- orbital gap (eV) = 3.456

Geometry (Å):
Pd -2.42106 -1.19055 -1.93049
S 1.42707 -0.29424 -1.79700
S -1.23078 0.31238 1.19494
S -3.78945 3.82316 -1.71446
S 1.56109 -0.03469 1.18238
S -5.36755 2.32193 0.05524
S -5.40553 5.31858 0.33482
S -4.67258 -0.35168 -1.01126
S -1.73099 -3.61417 -2.11534
S -2.71398 1.54502 -3.27892
N -1.53666 0.32402 -0.20806
N -2.74091 -2.62966 -4.39934
N -4.33295 -3.24447 -2.70365
N 0.32831 -0.82538 -2.55805
N 1.64074 -0.77793 -0.13627
N 0.37174 0.75672 1.73398
C 2.55655 -3.29266 4.20210
C -5.47535 -2.76348 -3.45299
C 2.25441 -0.97000 3.66744
C 3.91752 -1.65711 -1.60853
C -1.47150 -3.76555 3.18616
C 5.09457 -2.11685 -2.18700
C -1.85149 -3.57419 1.86796
C -3.54962 2.34954 3.86520
C 2.01674 -2.65427 1.94529
C -2.06678 1.55585 2.17190
C -3.37937 -1.52366 -5.12539
C -2.75182 3.85151 2.16294
C 5.26862 1.54832 1.32352
C 0.39326 2.16631 -1.74538
C -4.48980 1.36673 -1.11883
C -3.72451 2.09380 -1.98955
C -1.38877 -1.24061 2.08811
C -1.04301 -2.68818 3.96060
C 5.03648 2.84295 1.77711
C -2.03698 2.81775 1.58782
C 2.28713 -3.63898 2.88677
C 2.81457 3.54358 -1.53127
C 3.09635 -0.79539 -2.31499
C -0.98925 -1.42028 3.40849
C 5.44773 -1.71525 -3.46625
C 2.81632 2.15939 -1.60804
C 2.00654 -1.33144 2.35104
C -1.82041 -2.29920 1.30980
C 3.43013 -0.41653 -3.61157
C 3.74588 3.26594 2.05968
C 2.54007 -1.95797 4.59363
C -4.87993 3.88418 -0.40466
C 1.60226 1.48900 -1.69094
C 1.60777 4.23758 -1.54299
C 4.61173 -0.86292 -4.17953
C 0.40617 3.55439 -1.66104
C 2.67491 2.39853 1.89711
C -3.50999 3.61485 3.30426
C -3.01246 -2.81266 -3.00413
C 2.92160 1.11695 1.43876
C -2.82732 1.30404 3.29771
C 4.20585 0.67807 1.15214
H -4.24889 -1.86474 -5.69245
H -2.10249 -2.14411 0.26790
H 6.36346 -2.07764 -3.91798
H 3.75546 4.07715 -1.46227
H 2.20749 0.07156 3.96280
H -1.50084 2.95948 0.65658
H -1.73711 -2.54355 -4.45838
H -2.78225 4.81970 1.68293
H 2.75250 0.21928 -4.16978
H -4.47056 -3.17725 -1.70763
H -4.17107 2.15666 4.73150
H -0.62034 -0.58003 3.98485
H -4.10717 4.41579 3.72085
H 3.62649 -1.98041 -0.61716
H -5.56568 -1.67155 -3.47881
H 1.77075 -2.89799 0.91952
H 4.87268 -0.55968 -5.18588
H 4.36866 -0.32500 0.77547
H -6.37614 -3.15818 -2.97702
H 2.27362 -4.67884 2.58692
H 5.72922 -2.79860 -1.63316
H -3.66448 -0.69310 -4.47699
H 3.56618 4.27829 2.39860
H -0.53703 4.08536 -1.71855
H 3.75313 1.61638 -1.59962
H 1.60918 5.32015 -1.48317
H -0.53921 1.62632 -1.89760
H 2.76803 -4.06505 4.93152
H -5.44520 -3.15491 -4.47187
H -1.49662 -4.75996 3.61824
H 2.73629 -1.68840 5.62387
H 6.27476 1.22239 1.09196
H -0.73050 -2.84382 4.98677
H -2.16513 -4.39803 1.23847
H -2.90250 0.30690 3.70839
H 5.86766 3.52623 1.90348
H 1.65417 2.70287 2.08832
H -2.65779 -1.12478 -5.84158

***

The following is a quantum chemistry calculation of C7H2Cl3NO2 in the gas phase, from the OMol25 dataset.

## Properties
- DFT total energy (Ha) = -1853.7986
- energy above the lowest of the compared OMol25 structures with the same formula, charge and spin (kcal/mol) = 0.00
- SMILES = O=c1[nH]c2c(Cl)c(Cl)cc(Cl)c2o1
- orbital gap (eV) = 9.638

Geometry (Å):
Cl 3.60710 0.79575 -0.44477
Cl 0.12915 -2.15991 2.56127
Cl 1.22864 1.74646 -2.20873
O -3.71052 -0.04912 -0.65924
O -1.95128 -0.76441 0.68978
N -1.61632 0.67403 -0.99574
C -2.53011 -0.06515 -0.33262
C 0.91553 0.80610 -0.79968
C -0.37832 0.40535 -0.47048
C -0.61390 -0.46187 0.58148
C 0.41991 -0.96786 1.32524
C 1.73316 -0.53375 1.03901
C 1.98858 0.31208 -0.04022
H 2.58785 -0.88106 1.61483
H -1.80947 1.14336 -1.86014